No. 1
{"formula": "C6H15N2P2", "method": "ωB97M-V/def2-TZVPD", "symbols": ["C", "P", "C", "C", "C", "N", "C", "N", "P", "C", "H", "H", "H", "H", "H", "H", "H", "H", "H", "H", "H", "H", "H", "H", "H"], "coordinates": [[2.31, -1.96, -2.86], [1.38, -2.96, -1.91], [-0.09, -1.81, -1.56], [0.10, -1.10, -0.21], [-0.67, 0.21, -0.11], [-2.14, 0.06, 0.09], [-0.25, 1.04, 1.08], [-1.43, 2.40, 0.94], [-0.57, 0.27, 2.75], [0.56, 1.07, 3.67], [3.26, -2.31, -3.23], [2.03, -0.96, -3.17], [-0.16, -1.09, -2.37], [-1.01, -2.41, -1.55], [1.16, -0.86, -0.09], [-0.17, -1.77, 0.61], [-0.53, 0.78, -1.03], [-2.32, -0.59, 0.87], [-2.66, -0.25, -0.74], [-2.37, 1.06, 0.41], [0.74, 1.48, 0.97], [-1.45, 2.86, 1.84], [-1.02, 3.04, 0.27], [0.62, 0.85, 4.72], [1.24, 1.81, 3.29]], "mulliken_charge": [-0.4500, -0.0139, -0.9320, -0.8742, -0.3801, -0.1712, -0.5635, -0.7256, 0.0985, -0.4742, 0.2941, 0.2311, 0.4473, 0.4212, 0.4926, 0.3463, 0.4092, 0.3672, 0.3592, 0.5037, 0.5775, 0.2717, 0.2350, 0.2817, 0.2484], "relative_energy_ev": 0.000, "total_energy_ha": -1029.491444, "total_charge": 1, "fmax_ev_per_a": 3.8, "orbital_gap_ev": 8.7, "smiles": "C=PCC[C@@H]([NH3+])[C@@H](N)P=C"}

No. 2
{"formula": "C5H7N3O2", "method": "ωB97M-V/def2-TZVPD", "symbols": ["C", "N", "C", "C", "N", "C", "N", "O", "C", "O", "H", "H", "H", "H", "H", "H", "H"], "coordinates": [[-2.90, -0.11, 0.07], [-1.50, 0.17, 0.04], [-0.86, 1.30, -0.43], [0.48, 1.26, -0.44], [0.90, 0.02, 0.05], [2.58, 0.03, 0.14], [2.98, -1.23, 0.26], [3.19, 1.04, 0.07], [-0.65, -0.76, 0.37], [-0.72, -1.88, 0.74], [-3.28, -0.25, 1.05], [-3.46, 0.70, -0.43], [-3.02, -1.11, -0.39], [-1.25, 2.10, -1.00], [1.18, 1.99, -0.87], [2.32, -1.92, 0.29], [4.00, -1.36, 0.49]], "mulliken_charge": [-0.8448, 0.1638, -0.4645, -0.2720, -0.2375, 0.4829, -0.3228, -0.5044, 0.4449, -0.5419, 0.2958, 0.3162, 0.3121, 0.3245, 0.3497, 0.2238, 0.2742], "relative_energy_ev": 1.943, "total_energy_ha": -509.428130, "fmax_ev_per_a": 5.0, "orbital_gap_ev": 8.4, "smiles": "Cn1ccn(C(N)=O)c1=O"}

No. 3
{"formula": "C18H26I2N4O6PdSi2", "method": "ωB97M-V/def2-TZVPD", "symbols": ["Pd", "I", "C", "I", "H", "H", "C", "Si", "C", "C", "C", "Si", "C", "C", "C", "H", "H", "H", "H", "H", "H", "H", "H", "H", "H", "H", "H", "H", "H", "H", "H", "H", "H", "H", "N", "C", "N", "C", "N", "O", "C", "O", "H", "O", "C", "O", "C", "C", "C", "C", "C", "C", "N", "O", "O", "H", "H", "H", "H"], "coordinates": [[0.63, -0.12, 0.44], [2.41, -0.31, 2.43], [4.36, 0.15, 0.06], [2.85, 0.26, -1.35], [4.89, -0.78, 0.06], [4.87, 1.08, 0.25], [-2.02, 4.15, 0.98], [-1.24, 2.33, -0.25], [0.17, 3.45, -0.77], [-2.98, 2.29, -0.98], [-0.81, 1.37, 1.27], [-2.05, 0.33, 2.20], [-3.13, -0.61, 0.97], [-1.29, -0.83, 3.44], [-3.17, 1.45, 3.20], [-2.24, 4.88, 0.21], [-1.17, 4.37, 1.61], [-2.88, 3.75, 1.50], [-0.09, 4.03, -1.65], [1.02, 2.81, -1.01], [0.47, 4.13, 0.02], [-3.01, 2.98, -1.82], [-3.76, 2.57, -0.27], [-3.16, 1.28, -1.34], [-0.16, 1.93, 1.94], [-2.65, -0.69, -0.01], [-4.07, -0.09, 0.82], [-3.37, -1.62, 1.31], [-0.51, -1.47, 3.04], [-2.08, -1.46, 3.87], [-0.84, -0.25, 4.26], [-3.73, 2.16, 2.57], [-2.60, 2.03, 3.93], [-3.91, 0.86, 3.74], [-4.17, -4.27, -2.58], [-3.22, -3.62, -2.62], [-2.16, -2.81, -2.75], [-1.39, -2.60, -1.76], [-0.28, -1.85, -1.84], [-1.69, -3.23, -0.57], [-0.99, -3.17, 0.60], [-0.01, -2.53, 0.83], [-1.48, -3.83, 1.32], [-0.90, 2.15, -3.19], [-0.58, 1.11, -2.66], [-0.70, 0.89, -1.36], [0.01, -0.01, -3.49], [0.44, 0.37, -4.76], [0.98, -0.54, -5.64], [1.10, -1.85, -5.22], [0.70, -2.27, -3.97], [0.14, -1.34, -3.10], [1.69, -2.85, -6.14], [1.83, -2.52, -7.30], [1.99, -3.93, -5.68], [0.32, 1.41, -5.04], [1.31, -0.26, -6.63], [0.83, -3.30, -3.68], [0.03, -1.32, -1.02]], "mulliken_charge": [-1.4113, -0.2585, -0.8579, 0.2764, 0.3691, 0.3410, -1.2928, 0.3771, -1.1202, -1.3501, -0.4945, 0.4687, -0.6687, -0.9714, -1.2259, 0.3914, 0.4599, 0.4604, 0.3562, 0.1546, 0.4552, 0.3855, 0.4548, 0.3280, 0.8654, -0.2908, 0.4683, 0.3937, 0.2344, 0.3260, 0.3022, 0.3440, 0.3378, 0.3489, -0.5872, 0.5202, -0.5758, 0.9030, 0.8979, -0.2480, -0.1152, -0.3350, 0.4441, -0.5751, 0.0350, 1.1691, 0.8146, -0.8973, -0.7072, -0.3981, -0.0789, -0.1127, 0.9901, -0.5979, -0.5919, 0.5493, 0.5212, 0.5997, -0.5811], "relative_energy_ev": 0.000, "total_energy_ha": -2674.032914, "s_squared": 6.017, "fmax_ev_per_a": 2.0, "spin_multiplicity": 5, "orbital_gap_ev": [6.7, 5.9]}

No. 4
{"formula": "C3H4OS3", "method": "ωB97M-V/def2-TZVPD", "symbols": ["C", "S", "C", "S", "C", "O", "S", "H", "H", "H", "H"], "coordinates": [[0.75, 0.20, -1.90], [0.82, -1.15, -0.69], [0.20, -0.66, 0.87], [0.81, -1.61, 2.14], [-0.60, 0.55, 0.93], [-0.05, 1.59, 0.73], [-2.20, 0.40, 1.54], [1.15, 1.16, -1.42], [1.17, -0.10, -2.74], [-0.35, 0.24, -2.10], [-1.71, -0.62, 2.64]], "mulliken_charge": [-0.8365, -0.0138, 0.0419, -0.1454, 0.4432, -0.4192, -0.2457, 0.2520, 0.4163, 0.2754, 0.2318], "relative_energy_ev": 1.883, "total_energy_ha": -1386.435763, "fmax_ev_per_a": 6.9, "orbital_gap_ev": 8.0, "smiles": "CSC(=S)C(=O)S"}

No. 5
{"formula": "C5H5BrO2", "method": "ωB97M-V/def2-TZVPD", "symbols": ["C", "C", "C", "C", "Br", "C", "O", "O", "H", "H", "H", "H", "H"], "coordinates": [[-1.98, -0.29, 0.71], [-0.57, -0.19, 0.23], [0.28, -0.85, -0.55], [1.50, -0.06, -0.70], [3.28, -0.89, -0.10], [1.13, 1.20, 0.04], [1.77, 2.24, 0.11], [-0.05, 1.05, 0.64], [-2.28, 0.74, 0.97], [-2.28, -0.87, 1.65], [-2.67, -0.67, -0.07], [0.12, -1.77, -1.20], [1.75, 0.36, -1.72]], "mulliken_charge": [-1.0769, 0.5159, -0.3819, 0.2008, -0.1297, 0.2884, -0.5574, -0.2952, 0.3158, 0.2457, 0.3000, 0.2986, 0.2758], "relative_energy_ev": 0.081, "total_energy_ha": -2917.991802, "fmax_ev_per_a": 3.8, "orbital_gap_ev": 9.5, "smiles": "CC1=C[C@H](Br)C(=O)O1"}